Entry from OMol25: a molecular structure, C42H35AuBrNP2 (wB97M-V/def2-TZVPD).

Results
E_LUMO (alpha / beta), eV: -8.02 / -8.02
Electronic energy, eV: -137910.3218
Net charge: +2
Gap between HOMO and LUMO (alpha / beta), eV: 5.26 / 5.26

Geometry as XYZ:
```
82
C42H35AuBrNP2, DFT wB97M-V/def2-TZVPD
Au 0.8420 -0.5481 -0.4929
C -0.8940 0.8975 2.3367
N -1.3185 1.7283 1.2306
C -0.2723 2.5609 0.7198
P 0.6660 1.7645 -0.6380
C -0.2904 1.9953 -2.1349
C -1.6649 1.7248 -2.1330
C -2.3836 1.8249 -3.3138
C -1.7370 2.1660 -4.4988
C -0.3687 2.4142 -4.5070
C 0.3620 2.3239 -3.3286
C 2.2117 2.6325 -0.8128
C 2.2002 4.0301 -0.7771
C 3.3855 4.7197 -0.9803
C 4.5686 4.0246 -1.2185
C 4.5770 2.6370 -1.2549
C 3.3969 1.9354 -1.0497
C -2.6722 2.2398 1.2891
C -3.7159 1.3573 1.0476
C -5.0320 1.8012 1.1126
C -5.3070 3.1287 1.4145
C -4.2633 4.0070 1.6644
C -2.9435 3.5637 1.6075
P 0.1223 -0.5420 1.8164
C -0.9515 -1.9710 2.0065
C -1.5016 -2.2166 3.2685
C -2.3128 -3.3226 3.4603
C -2.5786 -4.1870 2.4015
C -2.0461 -3.9399 1.1454
C -1.2325 -2.8300 0.9442
C 1.4664 -0.6512 2.9997
C 2.2553 0.4816 3.2137
C 3.3051 0.4362 4.1158
C 3.5814 -0.7455 4.7955
C 2.8223 -1.8829 4.5592
C 1.7705 -1.8448 3.6523
H -1.7710 0.4741 2.8141
H -0.3221 1.4440 3.0970
H 0.4503 2.8586 1.4888
H -0.6868 3.4570 0.2655
H -2.1727 1.4520 -1.2133
H -3.4496 1.6340 -3.3115
H -2.3042 2.2416 -5.4193
H 0.1313 2.6859 -5.4294
H 1.4271 2.5248 -3.3360
H 1.2799 4.5811 -0.6135
H 3.3855 5.8029 -0.9584
H 5.4904 4.5733 -1.3769
H 5.4999 2.1022 -1.4442
H 3.3960 0.8511 -1.0756
H -3.4943 0.3203 0.8057
H -5.8434 1.1098 0.9159
H -6.3330 3.4761 1.4597
H -4.4717 5.0384 1.9264
H -2.1344 4.2530 1.8318
H -1.2922 -1.5527 4.1013
H -2.7371 -3.5142 4.4385
H -3.2091 -5.0548 2.5608
H -2.2618 -4.6067 0.3187
H -0.8331 -2.6361 -0.0455
H 2.0568 1.4027 2.6716
H 3.9096 1.3183 4.2899
H 4.3978 -0.7793 5.5065
H 3.0486 -2.8053 5.0816
H 1.1882 -2.7386 3.4616
Br 2.5784 -2.6396 0.2223
C 1.7512 -3.7060 -1.1028
C 1.8929 -5.0610 -1.0055
C 1.3261 -5.8815 -1.9988
C 0.6813 -5.3139 -3.0624
C 0.5595 -3.9070 -3.1782
C -0.0774 -3.3280 -4.3032
C -0.2381 -1.9676 -4.4223
C 0.2130 -1.1267 -3.3963
C 0.7895 -1.6550 -2.2401
C 1.0699 -3.0635 -2.1545
H 2.4482 -5.4984 -0.1841
H 1.4098 -6.9570 -1.9122
H 0.2411 -5.9373 -3.8333
H -0.4200 -3.9879 -5.0922
H -0.7043 -1.5423 -5.3032
H 0.0872 -0.0542 -3.5064
```